Here is C50H46AsMoN5O2PTe as an isolated structure in a non-equilibrium geometry from the Open Molecules 2025 dataset. Energies are from ωB97M-V/def2-TZVPD.

Its HOMO-LUMO gap is 0.2104 Eh. As for the multiplicity: 1. Its total charge is +1. For the HOMO energy, the calculation gives -0.3122 Ha.

CARTESIAN COORDINATES (ANGSTROEM)
Mo (-0.84029, 0.03444, 0.57780)
C (-2.17076, 2.34501, -1.77900)
N (-1.18322, 1.22086, -1.92492)
C (-1.79238, 0.08104, -2.61238)
C (-2.70098, -0.78958, -1.78165)
C (-3.79107, -1.38838, -2.40066)
C (-4.48903, -2.38672, -1.75024)
C (-4.06374, -2.76933, -0.48702)
C (-3.00901, -2.08924, 0.08396)
N (-2.33876, -1.10364, -0.53038)
C (-0.00651, 1.68830, -2.70515)
C (1.16069, 0.71261, -2.79944)
C (2.23326, 0.73642, -3.70167)
C (3.21138, -0.23445, -3.54721)
C (3.15873, -1.20756, -2.54006)
C (2.06541, -1.14402, -1.69717)
N (1.17201, -0.22013, -1.88544)
C (-2.07853, 2.84463, -0.37860)
C (-2.94371, 2.61880, 0.60905)
C (-2.47687, 2.36344, 2.01046)
C (-1.01427, 1.99910, 2.07779)
C (-0.29240, 2.18016, 0.92246)
N (-0.71380, 3.14419, -0.01886)
H (-3.17450, 1.97140, -1.98342)
H (-1.95063, 3.11983, -2.52111)
H (-1.00031, -0.58199, -2.96396)
H (-2.33182, 0.41878, -3.50711)
H (-4.06962, -1.06889, -3.39580)
H (-5.34306, -2.85727, -2.21858)
H (-4.55209, -3.55680, 0.06823)
H (-2.68122, -2.32275, 1.08821)
H (0.35832, 2.58923, -2.20570)
H (-0.31684, 1.97876, -3.71858)
H (2.31041, 1.47666, -4.48703)
H (4.05249, -0.24339, -4.22908)
H (3.93606, -1.95395, -2.46083)
H (-0.14057, -0.70687, -0.72728)
H (-3.97138, 2.36884, 0.37519)
H (-2.83314, 3.04811, 2.77573)
H (-0.58175, 1.69951, 3.02048)
H (1.20664, 1.06848, 0.02269)
O (3.20840, -0.12408, 2.90304)
C (2.56684, 0.59142, 1.95202)
O (2.33658, -0.23778, 0.89510)
C (1.88442, 1.74009, 1.87587)
C (1.91364, 2.94069, 2.69443)
C (1.33773, 4.13089, 2.43389)
C (0.54448, 4.77393, 1.35789)
C (-0.32805, 4.42313, 0.39083)
N (1.03850, 1.78130, 0.73913)
H (2.48370, 2.86133, 3.61159)
H (1.54860, 4.86440, 3.20617)
H (0.65836, 5.85073, 1.41103)
H (-0.77604, 5.21525, -0.19778)
Te (-3.14474, 0.28926, 2.35440)
C (3.21878, -3.27292, -0.18780)
C (3.26033, -4.48990, 0.72183)
As (4.83606, -5.68977, 0.47409)
C (4.88919, -5.56797, -1.47850)
C (4.06452, -6.45346, -2.16772)
C (3.95368, -6.39026, -3.55112)
C (4.68782, -5.45340, -4.26288)
C (5.53118, -4.58153, -3.58661)
C (5.62774, -4.63461, -2.20276)
C (6.26487, -4.44953, 0.94117)
C (6.10346, -3.53112, 1.97462)
C (7.15297, -2.71530, 2.37512)
C (8.38589, -2.81818, 1.74844)
C (8.56543, -3.74841, 0.73409)
C (7.51445, -4.56194, 0.33638)
P (1.68665, -2.27185, -0.13870)
C (0.38858, -3.47749, -0.35042)
C (-0.03795, -4.23579, 0.73852)
C (-1.01700, -5.20196, 0.56063)
C (-1.56174, -5.41965, -0.69694)
C (-1.13858, -4.66067, -1.78007)
C (-0.17097, -3.68463, -1.60941)
C (1.78086, -1.42429, 1.53011)
C (2.93612, -1.55192, 2.57793)
C (2.60259, -2.23115, 3.85453)
C (1.35158, -2.14632, 4.30797)
C (0.29373, -1.54860, 3.50239)
C (0.42723, -1.20795, 2.20411)
H (3.30646, -3.60796, -1.22472)
H (4.06745, -2.60447, -0.00371)
H (2.41075, -5.14741, 0.52879)
H (3.21086, -4.22720, 1.78191)
H (3.50276, -7.20458, -1.62318)
H (3.30742, -7.08468, -4.07172)
H (4.61804, -5.41473, -5.34186)
H (6.12530, -3.86439, -4.13988)
H (6.28953, -3.94706, -1.68799)
H (5.15719, -3.46551, 2.49995)
H (7.00895, -2.00579, 3.17995)
H (9.20704, -2.18510, 2.05646)
H (9.52989, -3.84590, 0.25319)
H (7.67695, -5.28674, -0.45341)
H (0.39085, -4.08209, 1.72310)
H (-1.34468, -5.79065, 1.40711)
H (-2.31760, -6.18131, -0.83406)
H (-1.56423, -4.82753, -2.76060)
H (0.15091, -3.08865, -2.45583)
H (3.83646, -1.93316, 2.09955)
H (3.39132, -2.69566, 4.43059)
H (1.08787, -2.54824, 5.27764)
H (-0.68989, -1.44666, 3.94909)
H (-0.63972, -1.32125, 1.74481)

=====

Here is C21H46I2O7Si2 as an isolated structure in a non-equilibrium geometry from the Open Molecules 2025 dataset. Energies are from ωB97M-V/def2-TZVPD.

Its HOMO-LUMO gap is 0.3248 Eh. As for the multiplicity: 1. Its total charge is 0. For the HOMO energy, the calculation gives -0.3148 Ha.

CARTESIAN COORDINATES (ANGSTROEM)
C (-0.33500, -4.25214, -1.76282)
C (-0.16904, -2.88847, -2.65653)
C (-1.37663, -1.79237, -2.48801)
I (-1.56451, -1.12890, -0.41074)
Si (-3.10281, -2.37812, -3.12026)
I (-2.67261, -3.89589, -5.07919)
O (-3.85064, -3.28762, -1.77708)
Si (-5.53218, -3.68331, -2.15573)
H (-1.41595, -4.69851, -1.72571)
H (0.34388, -5.08396, -2.28003)
H (0.11178, -4.08810, -0.69316)
H (0.82424, -2.35317, -2.26689)
H (0.03559, -3.08855, -3.81362)
H (-1.04162, -0.83405, -3.11642)
H (-3.93542, -1.22128, -3.47950)
H (-6.35644, -2.59297, -1.59574)
H (-5.84362, -4.91265, -1.43758)
H (-5.73235, -3.86690, -3.59131)
C (-2.62289, -8.95290, 0.15859)
C (-2.09797, -7.54927, 0.01697)
O (-0.97505, -7.33001, -0.43457)
C (-2.99992, -6.42423, 0.44909)
H (-1.86461, -9.66110, -0.19204)
H (-2.83991, -9.16421, 1.20875)
H (-3.52341, -9.07574, -0.44843)
H (-3.23376, -6.52284, 1.51207)
H (-3.91721, -6.43447, -0.14498)
H (-2.48971, -5.46835, 0.28955)
C (-1.63892, 2.43854, 4.02573)
C (-2.02511, 1.63078, 2.81571)
O (-1.96217, 0.40240, 2.82132)
C (-2.49130, 2.38388, 1.59855)
H (-1.32293, 1.76274, 4.82755)
H (-0.80627, 3.10222, 3.77912)
H (-2.49722, 3.01816, 4.37483)
H (-1.69674, 3.04508, 1.24382)
H (-3.38752, 2.96105, 1.83957)
H (-2.73628, 1.67203, 0.80311)
C (1.35468, 0.54919, 7.99938)
C (-0.00123, 0.19351, 7.45095)
O (-0.69447, 1.02790, 6.87120)
C (-0.47626, -1.22243, 7.63917)
H (1.56560, 1.60339, 7.79044)
H (1.36921, 0.39734, 9.08166)
H (2.12203, -0.06291, 7.51875)
H (-0.54329, -1.45323, 8.70527)
H (0.20955, -1.91340, 7.14252)
H (-1.47026, -1.33406, 7.19311)
C (0.12381, 6.58086, -1.13171)
C (-0.18486, 5.47150, -0.16228)
O (-1.24735, 4.85409, -0.21565)
C (0.85653, 5.14663, 0.87498)
H (-0.71736, 6.70406, -1.82216)
H (0.27119, 7.51812, -0.58912)
H (1.01708, 6.33115, -1.70982)
H (1.03659, 6.01989, 1.50692)
H (1.78241, 4.83307, 0.38624)
H (0.49751, 4.32592, 1.50506)
C (3.04044, -0.26805, -5.54664)
C (2.81297, -0.54850, -4.08535)
O (1.74607, -0.27009, -3.54026)
C (3.94117, -1.18272, -3.31667)
H (2.14147, 0.19013, -5.97254)
H (3.87670, 0.42548, -5.66608)
H (3.24177, -1.20212, -6.07720)
H (4.81750, -0.53005, -3.33674)
H (4.18261, -2.15749, -3.74792)
H (3.63487, -1.32649, -2.27505)
C (4.54044, 6.57018, -3.14664)
C (4.31297, 6.28974, -1.68535)
O (3.24607, 6.56815, -1.14026)
C (5.44117, 5.65551, -0.91667)
H (3.64147, 7.02837, -3.57254)
H (5.37670, 7.26372, -3.26608)
H (4.74177, 5.63612, -3.67720)
H (6.31750, 6.30819, -0.93674)
H (5.68261, 4.68075, -1.34792)
H (5.13487, 5.51175, 0.12495)

=====

Here is C19H6Cl5NO3S4Zr as an isolated structure from the Open Molecules 2025 dataset. Energies are from ωB97M-V/def2-TZVPD.

Its HOMO-LUMO gap is 0.2196 Eh. The relative energy (zero: lowest compared OMol25 entry of this formula, charge and spin) is 0.0 kJ/mol. As for the multiplicity: 1. Its total charge is 0. For the HOMO energy, the calculation gives -0.2853 Ha.

CARTESIAN COORDINATES (ANGSTROEM)
Zr (-0.02457, 0.31464, 0.17650)
O (-2.34671, 1.36990, 3.36599)
C (-1.81763, 0.78972, 2.45932)
O (-1.31336, 1.32541, 1.37252)
C (-1.66058, -0.72536, 2.49307)
C (-2.27448, -1.46284, 3.51102)
C (-2.11826, -2.81824, 3.51804)
C (-1.33758, -3.44282, 2.52235)
C (-1.13509, -4.84204, 2.48560)
C (-0.36110, -5.40178, 1.51250)
C (0.24678, -4.58774, 0.53502)
C (0.06907, -3.23338, 0.53758)
C (-0.73216, -2.63353, 1.53279)
N (-0.92123, -1.27331, 1.53802)
H (-2.84842, -0.92468, 4.25082)
H (-2.58306, -3.42864, 4.28239)
H (-1.60373, -5.45263, 3.24685)
H (-0.20483, -6.47159, 1.48771)
H (0.86725, -5.04027, -0.22676)
H (0.55581, -2.61737, -0.20944)
Cl (0.35009, 2.98260, -1.14289)
C (-0.79862, 2.13971, -2.15602)
C (-1.07554, 0.86133, -1.72401)
C (-1.97018, 0.12201, -2.46645)
Cl (-2.28207, -1.49115, -1.90200)
C (-2.58374, 0.62508, -3.60758)
Cl (-3.69526, -0.32408, -4.50608)
C (-2.27382, 1.92828, -4.01163)
Cl (-3.01039, 2.58381, -5.41493)
C (-1.36855, 2.70712, -3.28271)
Cl (-0.97876, 4.30471, -3.76340)
O (7.02766, -0.04349, -0.12793)
C (5.83375, -0.06652, -0.04646)
S (4.76229, -0.57757, -1.36833)
C (3.25198, -0.22314, -0.55695)
C (3.32875, 0.31693, 0.66958)
S (1.95501, 0.74251, 1.65916)
S (4.92628, 0.59756, 1.32898)
S (1.76753, -0.54447, -1.41816)

=====

- Among the records above, which one has the highest HOMO?
  C19H6Cl5NO3S4Zr

=====

- The highest total charge belongs to which entry?
  C50H46AsMoN5O2PTe

=====

- The highest HOMO belongs to which entry?
  C19H6Cl5NO3S4Zr

=====

- Which value of HOMO does entry 3 give?
  -0.2853 Ha